[1]
The following is a DFT calculation (wB97M-V/def2-TZVPD) of a cluster of 2 separate species, C7H14N2 in total at a distorted geometry.

Values from the calculation:
- Energy above the lowest of the compared OMol25 structures with the same formula, charge and spin: 115.1 kJ/mol
- HOMO-LUMO gap: 9.46 eV
- SMILES string: Cc1c[nH]cn1.CCC
- LUMO: 0.9050 eV

```
23
C7H14N2 | the OMol25 dataset | wB97M-V/def2-TZVPD
C 0.903 -1.948 -2.452
C 2.341 -2.165 -2.863
C 0.275 -0.538 -2.679
H 0.682 -2.062 -1.383
H 0.270 -2.762 -2.790
H 2.565 -3.209 -3.088
H 2.734 -1.585 -3.716
H -0.354 -0.416 -1.773
H 2.938 -1.904 -1.980
H -0.433 -0.574 -3.525
H 0.942 0.235 -3.089
C -2.541 -0.226 1.789
C 0.690 1.172 0.886
C -1.217 0.495 1.696
C -0.877 1.676 2.347
N -0.233 0.204 0.823
N 0.284 2.124 1.776
H 1.438 1.180 0.111
H 0.905 2.873 2.029
H -1.438 2.283 3.011
H -2.762 -0.309 2.863
H -2.400 -1.317 1.674
H -3.376 0.200 1.231
```

[2]
The following is a DFT calculation (wB97M-V/def2-TZVPD) of a structure of composition C11H20N10S2Ti.

Values from the calculation:
- Energy above the lowest of the compared OMol25 structures with the same formula, charge and spin: 0.0 kJ/mol
- HOMO-LUMO gap (alpha / beta): 8.18 / 9.61 eV
- Net charge: +2
- Multiplicity: 3
- LUMO (alpha / beta): -5.2937 / -5.3679 eV

```
44
C11H20N10S2Ti | the OMol25 dataset | wB97M-V/def2-TZVPD
Ti -0.038 -0.015 0.795
C 5.078 -1.443 2.004
C 4.173 -0.395 2.527
N 4.431 0.446 3.471
N 3.300 1.200 3.601
C 2.337 0.857 2.761
S 0.774 1.508 2.573
N 2.881 -0.170 2.059
N 2.173 -0.855 1.060
H 6.022 -1.387 2.539
H 5.274 -1.300 0.940
H 4.655 -2.437 2.157
H 3.264 1.935 4.292
H 2.683 -0.757 0.182
H 2.171 -1.846 1.299
C -5.303 1.461 0.594
C -4.614 0.179 0.861
N -5.181 -0.952 1.122
N -4.158 -1.837 1.295
C -2.960 -1.291 1.154
S -1.416 -2.003 1.303
N -3.234 0.006 0.868
N -2.217 0.948 0.660
H -6.375 1.292 0.661
H -5.072 1.836 -0.404
H -5.027 2.221 1.327
H -4.356 -2.800 1.523
H -2.341 1.703 1.334
H -2.339 1.348 -0.269
C 0.123 -1.719 -4.577
C 0.228 -0.710 -3.489
C 0.565 0.629 -3.506
C 0.485 1.069 -2.179
N 0.128 0.057 -1.382
N -0.017 -1.018 -2.200
C 0.729 2.440 -1.644
H 0.260 -1.242 -5.544
H -0.856 -2.199 -4.571
H 0.886 -2.491 -4.468
H 0.830 1.210 -4.373
H -0.335 -1.898 -1.825
H 1.669 2.838 -2.023
H 0.778 2.457 -0.551
H -0.060 3.125 -1.958
```

[3]
The following is a DFT calculation (wB97M-V/def2-TZVPD) of a structure of composition C17H32BBrCl4Cs2F5N3NaO6 at a distorted geometry.

Values from the calculation:
- HOMO-LUMO gap: 3.07 eV
- Net charge: +1
- LUMO: -5.8921 eV

```
72
C17H32BBrCl4Cs2F5N3NaO6 | the OMol25 dataset | wB97M-V/def2-TZVPD
C -2.202 -6.775 -2.576
C -1.923 -7.759 -1.436
C -1.832 -7.162 -0.053
F -3.017 -7.003 0.546
N -1.054 -5.825 -0.014
Br -2.217 -4.360 0.355
C -0.019 -5.897 1.104
O 0.467 -4.584 1.340
C 1.740 -4.338 0.910
C 1.963 -3.317 -0.166
O 2.664 -4.899 1.428
H -1.759 -5.783 -2.452
H -1.773 -7.168 -3.494
H -3.272 -6.675 -2.747
H -2.767 -8.462 -1.416
H -1.034 -8.350 -1.651
H -1.271 -7.832 0.608
H -0.551 -5.648 -0.884
H 0.806 -6.503 0.733
H -0.457 -6.373 1.990
H 2.822 -2.702 0.092
H 1.119 -2.650 -0.332
H 2.189 -3.845 -1.093
C 0.240 0.598 4.173
C 0.688 -0.517 3.505
C 0.676 -0.557 2.096
C 0.214 0.528 1.403
C -0.249 1.664 2.069
C -0.235 1.697 3.442
N 0.237 0.491 -0.028
O 0.654 -0.533 -0.606
O -0.231 1.463 -0.576
H 0.261 0.630 5.254
H 1.049 -1.358 4.062
H 1.025 -1.441 1.578
H -0.607 2.527 1.522
H -0.582 2.587 3.955
O -4.925 -8.897 -1.728
H -4.715 -8.136 -1.167
C 1.672 4.586 -1.178
C 1.343 4.338 -2.645
C 0.797 5.562 -3.379
O -0.527 5.809 -2.986
C -0.691 6.792 -1.951
N 0.261 3.300 -2.717
H 0.775 4.741 -0.573
H 2.208 3.738 -0.749
H 2.305 5.466 -1.079
H 2.217 3.936 -3.159
H 0.769 5.357 -4.454
H 1.449 6.425 -3.225
H 0.129 7.508 -1.959
H -0.752 6.316 -0.971
H -1.626 7.313 -2.138
H 0.396 2.516 -2.065
H 0.129 2.914 -3.651
H -0.627 3.764 -2.478
Cl -2.300 0.778 -1.580
Cs -0.476 -2.373 3.271
B 0.039 5.473 2.787
F 1.386 5.131 2.510
F -0.171 6.826 2.576
F -0.805 4.721 1.920
F -0.260 5.116 4.115
C 1.656 9.679 0.353
Cl 2.933 10.260 -0.728
Cl 1.549 7.915 0.375
H 1.872 10.015 1.359
H 0.709 10.074 0.010
Cs -2.340 -10.309 -0.707
Cl -0.328 -8.267 2.910
Na 4.189 -2.256 2.441
```

[4]
The following is a DFT calculation (wB97M-V/def2-TZVPD) of a cluster of 3 separate species, C20H47ClN3O9P in total at a distorted geometry.

Values from the calculation:
- HOMO-LUMO gap: 9.16 eV
- SMILES string: CCCCCCN(C(=O)OCOO)P(O)Cl.COCCNCCOC.COCCNCCOC
- LUMO: 0.5515 eV

```
81
C20H47ClN3O9P | the OMol25 dataset | wB97M-V/def2-TZVPD
C -3.636 0.588 -0.511
C -3.355 1.310 -1.855
C -1.939 1.071 -2.470
C -1.112 -0.055 -1.825
C 0.387 -0.058 -2.313
C 1.408 0.098 -1.137
N 2.256 1.303 -1.370
C 3.544 1.207 -0.734
O 4.452 0.913 -1.371
O 3.686 1.513 0.601
C 3.609 0.384 1.466
O 4.187 -0.776 0.963
O 5.560 -0.682 1.192
P 1.514 2.836 -1.082
O 0.991 3.245 -2.607
Cl -0.197 2.605 0.129
H -3.737 -0.491 -0.665
H -4.557 1.016 -0.091
H -2.836 0.832 0.199
H -4.143 1.045 -2.575
H -3.490 2.389 -1.673
H -2.100 0.781 -3.522
H -1.389 2.019 -2.528
H -1.075 -0.027 -0.732
H -1.556 -1.002 -2.166
H 0.549 0.710 -3.080
H 0.532 -1.012 -2.837
H 0.920 0.065 -0.152
H 2.054 -0.793 -1.191
H 4.164 0.661 2.372
H 2.588 0.133 1.786
H 5.864 -1.567 1.447
H 0.323 3.944 -2.519
C -0.006 5.132 8.275
O -0.944 5.577 7.312
C -0.396 6.467 6.344
C -0.329 5.808 4.978
N 0.690 4.763 4.944
C 0.636 3.911 3.755
C -0.625 3.077 3.527
O -0.817 2.036 4.473
C -1.443 2.428 5.682
H -0.554 4.603 9.054
H 0.718 4.437 7.836
H 0.523 5.974 8.731
H 0.580 6.853 6.652
H -1.082 7.317 6.278
H -0.084 6.564 4.225
H -1.324 5.406 4.754
H 0.586 4.175 5.760
H 1.479 3.219 3.829
H 0.815 4.532 2.872
H -0.504 2.578 2.563
H -1.529 3.692 3.438
H -2.167 3.233 5.533
H -0.699 2.723 6.426
H -1.971 1.561 6.082
C 2.449 -6.398 -4.171
O 1.406 -6.643 -5.098
C 0.390 -7.512 -4.605
C -0.907 -6.756 -4.380
N -0.798 -5.846 -3.242
C -1.906 -4.899 -3.124
C -2.119 -3.897 -4.261
O -1.094 -2.924 -4.382
C 0.043 -3.340 -5.120
H 3.244 -5.871 -4.697
H 2.109 -5.766 -3.345
H 2.853 -7.334 -3.775
H 0.709 -8.040 -3.702
H 0.217 -8.261 -5.383
H -1.711 -7.471 -4.184
H -1.142 -6.216 -5.305
H 0.061 -5.319 -3.323
H -1.729 -4.326 -2.209
H -2.832 -5.461 -2.969
H -3.028 -3.336 -4.026
H -2.307 -4.384 -5.224
H -0.214 -4.033 -5.924
H 0.791 -3.786 -4.460
H 0.496 -2.451 -5.563
```

[5]
The following is a DFT calculation (wB97M-V/def2-TZVPD) of a structure of composition C24H49BrN3NbO5S.

Values from the calculation:
- HOMO-LUMO gap: 2.98 eV
- LUMO: -3.6130 eV

```
84
C24H49BrN3NbO5S | the OMol25 dataset | wB97M-V/def2-TZVPD
C 7.021 -0.288 2.858
C 5.630 0.006 2.316
O 5.739 0.531 1.015
C 4.555 0.350 0.223
C 3.366 1.137 0.765
Nb 1.633 1.422 -0.618
Br 0.530 2.538 1.517
C 2.579 0.502 -2.434
C 2.644 -0.966 -2.505
O 3.660 -1.635 -2.491
C -0.376 1.949 -1.625
C -1.003 0.884 -2.548
C -2.181 0.186 -1.839
C -3.562 0.496 -2.416
C -4.627 -0.119 -1.498
C -4.947 0.846 -0.355
C -6.179 0.452 0.454
S -6.804 1.818 1.492
C -5.683 1.823 2.818
N -5.997 1.850 4.061
N -4.789 1.885 4.749
C -3.871 1.865 3.860
O -4.359 1.834 2.597
C 0.612 -0.552 -0.273
C 1.458 -1.606 0.455
C 0.709 -2.952 0.610
C 1.609 -4.164 0.380
C 0.858 -5.479 0.307
O 0.526 -5.904 1.618
C -0.358 -6.999 1.636
C 2.290 3.377 -1.578
C 3.434 4.067 -0.900
C 4.741 4.166 -1.661
N 3.395 4.601 0.257
H 7.409 -1.251 2.528
H 7.003 -0.247 3.950
H 7.700 0.503 2.533
H 5.156 0.748 2.974
H 4.985 -0.883 2.346
H 4.864 0.692 -0.765
H 4.359 -0.728 0.191
H 3.759 2.091 1.137
H 2.961 0.645 1.661
H 3.557 0.941 -2.650
H 1.890 0.853 -3.218
H 1.676 -1.501 -2.575
H -0.242 2.880 -2.184
H -1.088 2.197 -0.830
H -1.382 1.347 -3.467
H -0.311 0.094 -2.849
H -2.166 0.440 -0.776
H -2.052 -0.903 -1.885
H -3.641 0.042 -3.406
H -3.696 1.581 -2.470
H -5.548 -0.369 -2.040
H -4.236 -1.053 -1.081
H -4.109 0.887 0.340
H -5.093 1.857 -0.746
H -6.991 0.135 -0.212
H -5.949 -0.373 1.130
H -2.801 1.862 4.004
H -0.259 -0.316 0.353
H 0.196 -1.029 -1.166
H 1.687 -1.257 1.466
H 2.386 -1.825 -0.077
H 0.256 -3.018 1.604
H -0.130 -2.981 -0.098
H 2.190 -4.029 -0.537
H 2.312 -4.238 1.217
H 1.488 -6.242 -0.172
H -0.054 -5.373 -0.300
H -0.146 -7.603 2.519
H -0.247 -7.619 0.739
H -1.401 -6.662 1.693
H 2.538 3.205 -2.630
H 1.419 4.039 -1.577
H 4.734 3.547 -2.560
H 4.851 5.202 -1.995
H 5.583 3.905 -1.023
H 2.471 4.475 0.671
O -9.578 1.641 -0.314
H -8.782 1.658 0.280
H -9.411 2.140 -1.139
H -10.368 1.973 0.156
```

Here are the calculated energy numbers, same order: -384.58806, -2624.10837, -6423.71475, -2433.01143, -4513.13684 (Eh).